(1)
Molecular formula: C3H3O4
Method: DFT, wB97M-V/def2-TZVPD

As for the spin multiplicity: 1. Its LUMO energy is 3.71 eV. As for the energy relative to the best compared isomer or geometry (same formula, charge and spin): 57.5 kcal per mole. Its net charge is -1. The calculation puts the gap between HOMO and LUMO at 0.225 Ha. The calculation puts the HOMO energy at -2.40 eV.

CARTESIAN COORDINATES (ANGSTROEM)
C -0.817 0.036 -0.582
C 0.471 -0.288 -0.440
C 2.577 -1.814 -1.846
O 2.090 -2.003 -2.898
O 3.310 -1.596 -0.954
O -1.668 0.748 0.372
O 1.031 -0.100 0.919
H -1.442 -0.192 -1.352
H -1.147 1.238 1.068
H 1.850 0.248 0.646



(2)
Molecular formula: C3H3O4S3
Method: DFT, wB97M-V/def2-TZVPD

As for the spin multiplicity: 1. Its LUMO energy is 3.13 eV. Its net charge is -1. The calculation puts the gap between HOMO and LUMO at 0.264 Ha. The calculation puts the HOMO energy at -4.04 eV.

CARTESIAN COORDINATES (ANGSTROEM)
C -0.344 0.617 -0.177
C 0.185 0.427 1.121
C 1.215 -1.229 -0.367
O -2.466 0.749 -2.120
O -3.567 -1.496 -2.190
O -1.138 -1.308 -2.014
O -2.454 -0.614 -0.137
S 0.166 -0.499 -1.475
S 0.960 -1.072 1.354
S -2.604 -0.587 -1.592
H -0.974 1.451 -0.588
H -0.060 1.038 2.078
H 1.472 -2.185 -0.779



(3)
Molecular formula: C3H3O4Yb
Method: DFT, wB97M-V/def2-TZVPD

As for the spin multiplicity: 3. Its LUMO energy (spin up / spin down) is -15.79 / -18.69 eV. As for the expectation value of S²: 2.0054. As for the energy relative to the best compared isomer or geometry (same formula, charge and spin): 0.0 kcal per mole. Its net charge is +3. The calculation puts the gap between HOMO and LUMO (spin up / spin down) at 0.359 / 0.247 Ha. The calculation puts the HOMO energy (spin up / spin down) at -25.57 / -25.40 eV.

CARTESIAN COORDINATES (ANGSTROEM)
C 1.897 -1.169 -0.009
C 0.478 -1.646 0.178
O -0.396 -0.624 0.334
O 2.109 0.028 -0.112
H 2.694 -1.908 -0.186
H 0.139 -2.277 -0.678
Yb 0.566 1.631 0.391
O -3.756 2.910 -0.462
O -1.473 2.732 -0.157
C -2.636 2.689 -0.323
H 0.378 -2.367 1.023



(4)
Molecular formula: C3H3OP
Method: DFT, wB97M-V/def2-TZVPD

As for the spin multiplicity: 1. Its LUMO energy (spin up / spin down) is -1.89 / -1.88 eV. As for the energy relative to the best compared isomer or geometry (same formula, charge and spin): 146.8 kcal per mole. The calculation puts the gap between HOMO and LUMO (spin up / spin down) at 0.240 / 0.240 Ha. The calculation puts the HOMO energy (spin up / spin down) at -8.41 / -8.42 eV.

CARTESIAN COORDINATES (ANGSTROEM)
C 1.326 -1.103 -0.205
C 0.721 0.057 -0.011
C -0.172 -1.089 -0.094
O -1.396 1.656 -0.047
P -1.731 -1.253 0.134
H 2.251 -1.576 -0.533
H 0.422 1.066 0.073
H -1.420 2.241 0.683



no.,E_tot (Eh),maximum force (eV/A)
1,-417.0371,3.92
2,-1611.6110,3.17
3,-1574.4345,6.02
4,-532.4482,3.67